DFT (ωB97M-V with the def2-TZVPD basis set) results for a cluster of 2 separate species, C4H4F2 in total at a distorted geometry.

```
10
Properties=species:S:1:pos:R:3:forces:R:3
C 1.8615 0.7636 -0.8045 -1.26 3.40 -6.24
C -1.7895 0.0094 0.9259 -0.10 0.71 -0.40
C 2.3448 0.0661 -0.0284 2.85 -4.52 8.78
C -1.1131 -0.2730 -0.1965 0.22 -1.13 -1.77
F 2.6604 -0.4470 1.1740 -0.50 0.68 -2.78
F -1.2871 -1.4111 -1.0436 -2.11 -1.91 1.55
H -0.3597 -0.1452 -1.0173 0.27 3.38 2.36
H 1.9972 1.0349 -1.8351 -0.80 0.52 0.21
H -2.5566 -0.6289 1.4219 0.80 0.17 -0.98
H -1.7579 1.0312 1.4037 0.64 -1.30 -0.74
```
Forces are in eV/Å.

Summary:
ΔE to the lowest compared entry with this formula, charge and spin: 4.984 eV
SMILES: C#CF.C=CF